{
  "formula": "C35H34ClIMnN8O7S2",
  "method": "ωB97M-V/def2-TZVPD",
  "elements": ["Mn", "C", "C", "N", "N", "C", "N", "S", "C", "C", "C", "C", "C", "N", "H", "H", "H", "H", "H", "H", "H", "H", "H", "H", "C", "C", "C", "C", "Cl", "C", "C", "C", "O", "C", "C", "O", "O", "H", "H", "H", "H", "H", "H", "H", "H", "C", "C", "C", "C", "N", "C", "S", "N", "C", "H", "H", "H", "H", "H", "H", "H", "H", "I", "C", "C", "C", "C", "N", "C", "H", "H", "H", "H", "O", "C", "O", "C", "C", "C", "C", "C", "C", "N", "O", "O", "H", "H", "H", "H"],
  "xyz": [[-0.16, 0.86, 0.22], [0.10, 0.59, 4.45], [0.27, 0.91, 3.00], [-0.64, 0.79, 2.12], [-1.86, 0.27, 2.45], [-2.78, 0.13, 1.45], [-3.92, -0.47, 1.81], [-2.56, 0.73, -0.11], [1.58, 1.27, 2.42], [2.69, 1.59, 3.18], [3.87, 1.93, 2.54], [3.90, 1.95, 1.15], [2.74, 1.60, 0.47], [1.62, 1.26, 1.08], [-0.94, 0.74, 4.76], [0.72, 1.23, 5.07], [0.38, -0.45, 4.61], [-1.86, -0.40, 3.21], [-3.98, -1.03, 2.65], [-4.54, -0.73, 1.06], [2.64, 1.57, 4.26], [4.76, 2.18, 3.11], [4.79, 2.21, 0.60], [2.73, 1.58, -0.61], [-3.62, -3.84, -0.92], [-3.52, -3.72, 0.58], [-4.65, -3.71, 1.38], [-4.53, -3.57, 2.76], [-5.97, -3.56, 3.75], [-3.29, -3.43, 3.35], [-2.14, -3.44, 2.55], [-2.26, -3.60, 1.18], [-1.20, -3.69, 0.34], [0.09, -3.43, 0.88], [0.24, -1.96, 1.28], [0.51, -1.69, 2.45], [-0.01, -1.15, 0.32], [-4.66, -3.80, -1.24], [-3.18, -4.77, -1.26], [-3.07, -3.03, -1.40], [-5.63, -3.81, 0.94], [-3.20, -3.33, 4.42], [-1.18, -3.31, 3.02], [0.79, -3.67, 0.08], [0.30, -4.07, 1.73], [2.82, -1.81, -4.79], [2.81, -2.64, -3.56], [2.56, -3.98, -3.52], [2.56, -4.61, -2.26], [2.85, -3.99, -1.14], [3.14, -2.66, -1.16], [3.54, -1.78, 0.19], [3.06, -2.02, -2.38], [2.23, -6.07, -2.14], [2.85, -2.44, -5.68], [3.69, -1.15, -4.81], [1.93, -1.19, -4.83], [2.36, -4.52, -4.43], [3.22, -1.02, -2.36], [2.09, -6.54, -3.12], [1.31, -6.18, -1.56], [3.02, -6.58, -1.60], [-1.22, -2.27, -4.64], [-0.44, -0.53, -3.81], [0.00, 0.52, -4.61], [0.57, 1.61, -4.00], [0.66, 1.64, -2.61], [0.20, 0.65, -1.84], [-0.33, -0.43, -2.43], [-0.10, 0.47, -5.69], [0.93, 2.46, -4.57], [1.08, 2.49, -2.10], [-0.66, -1.21, -1.77], [-0.96, 3.68, -1.85], [-0.62, 3.82, -0.68], [-0.33, 2.90, 0.15], [-0.49, 5.22, -0.11], [-0.04, 5.43, 1.19], [0.08, 6.72, 1.69], [-0.27, 7.78, 0.88], [-0.73, 7.60, -0.42], [-0.84, 6.31, -0.91], [-0.15, 9.15, 1.41], [-0.46, 10.07, 0.68], [0.26, 9.28, 2.55], [0.22, 4.57, 1.79], [0.43, 6.91, 2.69], [-0.99, 8.46, -1.01], [-1.19, 6.12, -1.91]],
  "gap_ev": [7.7, 7.0],
  "energy_ha": -5024.16849,
  "fmax_ev_per_a": 0.7,
  "spin_multiplicity": 2,
  "s2": 0.773,
  "relative_energy_ev": 0.000
}